{"formula": "C29H31CuN4SSb", "method": "ωB97M-V/def2-TZVPD", "total_charge": 1, "largest_force_ha_per_bohr": 0.01066, "spin_multiplicity": 1, "lumo_energy_ha": -0.1148, "e_tot_ha": -3621.43187, "e_above_lowest_kj_mol": 29.0, "symbols": ["Cu", "C", "C", "N", "N", "C", "N", "S", "C", "C", "C", "C", "C", "N", "H", "H", "H", "H", "H", "H", "H", "H", "H", "H", "C", "C", "C", "C", "C", "C", "C", "Sb", "C", "C", "C", "C", "C", "C", "C", "C", "C", "C", "C", "C", "C", "C", "H", "H", "H", "H", "H", "H", "H", "H", "H", "H", "H", "H", "H", "H", "H", "H", "H", "H", "H", "H", "H"], "xyz": [[0.154, 0.150, 0.287], [-1.534, -2.720, -2.659], [-0.771, -1.754, -1.806], [-0.948, -1.553, -0.563], [-1.794, -2.197, 0.245], [-1.684, -1.974, 1.590], [-2.578, -2.608, 2.358], [-0.511, -0.990, 2.263], [0.360, -0.978, -2.371], [0.689, -1.034, -3.718], [1.823, -0.374, -4.167], [2.603, 0.314, -3.256], [2.200, 0.345, -1.930], [1.107, -0.276, -1.494], [-2.351, -3.188, -2.114], [-0.870, -3.507, -3.021], [-1.959, -2.219, -3.528], [-2.450, -2.882, -0.102], [-3.242, -3.270, 1.995], [-2.494, -2.498, 3.354], [0.069, -1.587, -4.409], [2.091, -0.407, -5.215], [3.503, 0.828, -3.562], [2.776, 0.888, -1.191], [1.003, 5.780, 1.628], [-0.436, 5.537, 1.996], [-1.115, 6.518, 2.717], [-2.442, 6.370, 3.089], [-3.128, 5.216, 2.747], [-2.470, 4.225, 2.038], [-1.140, 4.380, 1.651], [-0.446, 2.685, 0.503], [-1.625, 2.961, -1.269], [-2.238, 1.790, -1.716], [-3.065, 1.788, -2.828], [-3.286, 2.976, -3.506], [-2.686, 4.145, -3.065], [-1.858, 4.165, -1.944], [-1.263, 5.469, -1.488], [1.538, 3.127, -0.174], [1.798, 3.463, -1.498], [3.102, 3.633, -1.942], [4.155, 3.452, -1.060], [3.901, 3.091, 0.257], [2.599, 2.923, 0.721], [2.361, 2.530, 2.158], [1.282, 6.809, 1.849], [1.184, 5.598, 0.570], [1.670, 5.127, 2.194], [-0.586, 7.425, 2.986], [-2.938, 7.155, 3.644], [-4.164, 5.085, 3.032], [-3.007, 3.320, 1.770], [-2.067, 0.865, -1.174], [-3.542, 0.872, -3.155], [-3.930, 2.994, -4.376], [-2.869, 5.070, -3.599], [-1.386, 6.239, -2.249], [-0.199, 5.369, -1.270], [-1.756, 5.815, -0.577], [0.976, 3.576, -2.197], [3.293, 3.911, -2.972], [5.175, 3.600, -1.389], [4.728, 2.947, 0.942], [3.281, 2.589, 2.737], [1.991, 1.502, 2.220], [1.620, 3.174, 2.638]], "forces_ev_per_angstrom": [[-0.14, -0.22, 0.43], [0.09, -0.04, 0.05], [-0.32, -0.29, 0.09], [0.32, 0.43, -0.09], [-0.41, -0.22, 0.06], [0.20, 0.08, 0.10], [0.02, -0.05, -0.15], [0.00, -0.02, 0.17], [0.35, 0.18, -0.19], [-0.16, -0.09, 0.13], [0.09, 0.08, 0.07], [-0.05, -0.09, -0.17], [0.05, -0.01, 0.01], [-0.07, 0.15, -0.08], [-0.01, -0.02, -0.05], [-0.03, 0.00, -0.01], [-0.01, 0.03, 0.01], [-0.01, 0.00, -0.09], [-0.02, 0.03, 0.03], [-0.03, -0.04, 0.03], [0.01, -0.01, 0.00], [0.01, 0.00, 0.00], [0.00, 0.01, 0.04], [-0.03, -0.02, -0.01], [-0.05, 0.02, 0.03], [0.02, 0.02, 0.02], [0.00, 0.02, -0.01], [-0.01, -0.01, -0.01], [-0.04, 0.02, 0.02], [0.02, -0.07, -0.07], [0.16, -0.42, -0.01], [-0.01, 0.31, -0.40], [0.15, -0.03, 0.16], [0.05, 0.02, 0.01], [-0.03, -0.01, -0.04], [-0.01, -0.07, -0.01], [0.01, 0.04, 0.01], [0.02, 0.03, -0.03], [-0.05, -0.02, 0.00], [-0.09, 0.14, 0.09], [-0.09, -0.02, 0.01], [0.03, 0.04, -0.05], [0.03, 0.02, -0.01], [-0.02, -0.02, 0.02], [0.05, 0.04, -0.06], [-0.04, -0.06, -0.10], [0.00, 0.00, 0.00], [0.04, 0.01, -0.01], [0.00, 0.12, -0.07], [0.00, -0.01, 0.00], [0.01, 0.00, 0.00], [0.01, 0.00, -0.01], [-0.04, 0.02, 0.02], [-0.03, -0.01, -0.02], [0.01, 0.01, -0.01], [0.00, 0.01, 0.00], [0.01, 0.00, 0.01], [0.03, -0.01, 0.00], [0.01, 0.02, 0.02], [0.02, 0.03, 0.01], [0.01, 0.04, 0.00], [-0.01, 0.01, 0.01], [0.00, -0.03, -0.01], [0.00, 0.01, -0.01], [-0.01, 0.00, 0.01], [0.00, 0.00, 0.05], [0.02, -0.10, 0.01]], "mulliken_charge": [-0.906, -1.558, 0.536, 0.262, -0.325, 0.509, -0.398, -0.314, 0.814, -0.617, -0.626, -0.740, -0.329, 0.156, 0.391, 0.360, 0.356, 0.214, 0.185, 0.229, 0.392, 0.443, 0.502, 0.631, -1.121, 1.223, -0.632, -0.708, -0.737, -0.954, 0.175, 2.283, 0.255, -0.770, -0.802, -0.666, -0.733, 0.786, -1.060, 0.961, -0.595, -0.909, -0.789, -0.887, 0.718, -1.671, 0.485, 0.153, 0.229, 0.397, 0.388, 0.441, 0.385, 0.320, 0.440, 0.401, 0.419, 0.461, 0.084, 0.223, 0.405, 0.460, 0.401, 0.420, 0.490, 0.194, 0.273]}


{"formula": "C27H49Cl3F5N4O5Si", "method": "ωB97M-V/def2-TZVPD", "total_charge": -1, "largest_force_ha_per_bohr": 0.01869, "spin_multiplicity": 1, "lumo_energy_ha": -0.0293, "e_tot_ha": -3822.73711, "symbols": ["C", "O", "C", "C", "C", "C", "C", "C", "C", "C", "N", "C", "N", "C", "C", "O", "Si", "C", "C", "C", "C", "F", "F", "C", "F", "F", "N", "N", "C", "Cl", "C", "C", "Cl", "H", "H", "H", "H", "H", "H", "H", "H", "H", "H", "H", "H", "H", "H", "H", "H", "H", "H", "H", "H", "H", "H", "H", "H", "H", "H", "H", "H", "H", "H", "H", "H", "H", "H", "H", "H", "H", "H", "H", "H", "H", "C", "O", "H", "H", "H", "H", "C", "C", "C", "O", "C", "C", "C", "O", "H", "H", "H", "H", "Cl", "F"], "xyz": [[4.188, -3.086, 3.233], [2.940, -3.594, 3.647], [1.882, -3.149, 2.818], [1.921, -3.720, 1.394], [2.412, -2.726, 0.332], [1.374, -1.631, 0.029], [0.501, -1.932, -1.208], [-0.844, -2.628, -0.907], [-2.064, -1.815, -1.352], [-2.581, -0.859, -0.269], [-2.613, 0.530, -0.786], [-3.383, 1.418, -0.053], [-2.741, 2.293, 0.847], [-1.705, 3.092, 0.162], [-1.473, 4.466, 0.806], [-0.114, 4.828, 0.750], [0.641, 5.419, -0.605], [-0.481, 5.480, -2.096], [1.320, 7.095, -0.169], [2.084, 4.317, -1.024], [-2.479, 1.831, 2.174], [-2.914, 2.755, 3.091], [-3.181, 0.676, 2.385], [-1.022, 1.484, 2.564], [-0.476, 0.687, 1.605], [-0.256, 2.599, 2.696], [-4.643, 1.552, -0.273], [-5.321, 0.854, -1.281], [-5.508, 2.519, 0.422], [-6.073, 3.665, -0.822], [-6.663, 1.827, 1.173], [-7.983, 1.633, 0.444], [-6.117, 0.246, 1.766], [4.896, -3.217, 4.047], [4.550, -3.617, 2.347], [4.106, -2.027, 2.969], [1.878, -2.051, 2.793], [0.970, -3.459, 3.323], [0.924, -4.080, 1.136], [2.578, -4.593, 1.417], [2.662, -3.276, -0.575], [3.319, -2.266, 0.724], [0.712, -1.545, 0.893], [1.881, -0.680, -0.124], [1.085, -2.562, -1.877], [0.336, -1.004, -1.749], [-0.874, -3.609, -1.378], [-0.913, -2.811, 0.168], [-1.785, -1.232, -2.232], [-2.867, -2.491, -1.638], [-3.569, -1.179, 0.069], [-1.922, -0.894, 0.595], [-2.895, 0.532, -1.757], [-2.098, 3.262, -0.841], [-0.763, 2.560, 0.030], [-2.102, 5.208, 0.310], [-1.774, 4.459, 1.849], [-1.479, 5.873, -1.904], [-0.014, 6.170, -2.803], [-0.558, 4.517, -2.600], [1.883, 6.965, 0.758], [0.548, 7.835, 0.038], [2.016, 7.468, -0.919], [2.481, 4.650, -1.987], [2.890, 4.401, -0.297], [1.793, 3.273, -1.137], [-1.045, 0.949, 3.514], [-4.847, 0.875, -2.172], [-5.578, -0.067, -0.944], [-4.907, 3.133, 1.077], [-6.834, 2.434, 2.059], [-8.516, 0.860, 1.019], [-7.845, 1.266, -0.573], [-8.562, 2.556, 0.449], [0.792, -1.239, -5.070], [1.596, -0.899, -3.948], [-0.102, -1.723, -4.682], [0.491, -0.356, -5.639], [1.302, -1.936, -5.740], [2.395, -0.468, -4.263], [8.827, -5.083, 1.087], [8.127, -3.959, 0.970], [6.815, -3.939, 0.275], [6.170, -2.919, 0.168], [6.313, -5.222, -0.282], [7.013, -6.347, -0.164], [8.326, -6.367, 0.530], [8.966, -7.390, 0.638], [9.786, -5.126, 1.588], [8.468, -3.012, 1.369], [5.353, -5.178, -0.781], [6.670, -7.294, -0.559], [-7.145, 0.476, -3.440], [-8.554, -0.727, 2.371]], "forces_ev_per_angstrom": [[-0.16, -0.13, -0.19], [0.06, 0.15, 0.08], [-0.21, -0.10, -0.02], [0.08, 0.06, -0.05], [-0.29, 0.00, 0.57], [-0.07, -0.43, -0.35], [0.12, -0.16, 0.38], [0.16, 0.11, -0.02], [0.05, -0.10, 0.19], [0.20, -0.28, 0.09], [0.06, 0.32, -0.20], [0.08, -0.01, -0.03], [0.43, -0.17, 0.37], [-0.16, 0.27, -0.32], [-0.04, -0.05, 0.26], [-0.17, 0.04, -0.21], [0.29, -0.06, -0.03], [0.04, 0.20, -0.02], [0.04, -0.12, 0.30], [-0.01, 0.16, -0.18], [-0.41, -0.29, 0.09], [0.15, -0.43, -0.30], [0.43, 0.72, -0.09], [0.03, 0.25, 0.07], [-0.08, 0.26, 0.24], [-0.24, -0.40, -0.17], [0.05, 0.05, -0.25], [0.22, 0.15, 0.92], [-0.25, 0.28, -0.20], [0.01, 0.07, 0.05], [-0.53, 0.05, -0.12], [0.02, -0.32, 0.06], [0.61, -0.10, 0.09], [0.03, -0.01, 0.06], [0.12, 0.01, -0.03], [0.10, 0.09, 0.10], [0.04, 0.05, -0.04], [-0.01, -0.06, 0.08], [-0.01, -0.05, -0.09], [-0.05, -0.11, 0.02], [0.14, 0.11, -0.12], [0.19, -0.02, -0.21], [0.08, 0.34, 0.08], [0.00, 0.09, 0.09], [0.01, 0.08, -0.17], [-0.14, 0.05, -0.04], [0.00, -0.04, -0.08], [-0.11, -0.10, 0.03], [-0.07, -0.06, -0.15], [-0.11, 0.05, -0.10], [-0.09, 0.13, 0.00], [0.03, 0.12, 0.02], [-0.20, -0.21, 0.00], [0.03, -0.08, -0.07], [0.06, -0.08, 0.26], [-0.05, 0.04, -0.05], [0.05, -0.06, 0.10], [-0.09, -0.05, 0.04], [0.02, -0.01, -0.07], [-0.10, -0.09, 0.03], [0.05, 0.04, 0.03], [-0.04, 0.08, -0.14], [-0.07, 0.09, -0.10], [0.07, -0.03, -0.03], [0.00, -0.11, 0.09], [0.01, -0.07, 0.08], [0.08, -0.02, -0.02], [-0.39, -0.05, -0.25], [-0.34, 0.00, -0.22], [0.20, -0.32, 0.22], [0.02, -0.01, 0.10], [-0.06, -0.04, 0.12], [0.02, 0.13, -0.09], [0.04, 0.09, -0.13], [0.02, 0.01, 0.04], [0.08, 0.05, -0.13], [-0.01, 0.00, -0.01], [-0.02, 0.00, 0.01], [-0.01, -0.02, 0.01], [0.00, 0.01, 0.00], [-0.01, 0.00, 0.00], [0.00, 0.01, 0.00], [-0.05, -0.06, -0.02], [0.03, 0.07, 0.02], [0.01, -0.01, 0.00], [0.00, 0.00, 0.00], [-0.02, 0.03, 0.00], [0.01, -0.02, 0.00], [0.00, -0.02, 0.00], [-0.01, 0.01, -0.01], [0.00, 0.02, 0.01], [0.01, -0.01, 0.01], [0.22, -0.12, -0.32], [-0.25, 0.15, 0.01]], "mulliken_charge": [-0.572, -0.505, -0.559, -1.011, -0.541, -0.468, -0.485, -1.246, -1.244, 0.170, 0.130, -1.199, 0.797, -0.820, -0.914, -0.472, 0.464, -1.109, -1.090, -0.982, 0.725, -0.342, -0.224, -0.200, -0.073, -0.257, 0.171, -0.592, -0.130, -0.205, -0.085, -1.199, -0.080, 0.303, 0.089, 0.321, 0.389, 0.340, 0.366, 0.539, 0.431, 0.270, 0.064, 0.449, 0.523, 0.461, 0.471, 0.476, 0.407, 0.439, 0.325, 0.025, 0.562, 0.871, 0.312, 0.342, 0.541, 0.377, 0.395, 0.315, 0.296, 0.296, 0.326, 0.325, 0.291, 0.266, 0.319, 0.246, 0.239, 0.369, 0.489, 0.435, 0.233, 0.326, -0.576, -0.423, 0.210, 0.281, 0.285, 0.258, -0.348, -0.399, 0.381, -0.531, -0.256, -0.352, 0.356, -0.547, 0.402, 0.434, 0.452, 0.411, -0.818, -0.934]}


{"formula": "C22H19F5OSe3SiTcTe2", "method": "ωB97M-V/def2-TZVPD", "largest_force_ha_per_bohr": 0.05406, "spin_multiplicity": 2, "lumo_energy_ha": [-0.0735, -0.0589], "e_tot_ha": -9535.00462, "e_above_lowest_kj_mol": 103.4, "symbols": ["Tc", "Se", "Te", "Te", "Se", "F", "C", "C", "F", "C", "F", "C", "Se", "C", "F", "C", "F", "C", "C", "C", "C", "Si", "O", "C", "C", "C", "C", "C", "C", "C", "C", "C", "C", "C", "C", "H", "H", "H", "H", "H", "H", "H", "H", "H", "H", "H", "H", "H", "H", "H", "H", "H", "H", "H"], "xyz": [[0.343, -2.322, 1.339], [2.657, -3.683, 0.616], [4.012, -3.424, 2.581], [2.198, -3.764, 4.547], [0.387, -2.224, 3.660], [-6.641, -1.720, 1.283], [-5.415, -2.224, 1.158], [-4.319, -1.385, 1.163], [-4.487, -0.070, 1.292], [-3.052, -1.925, 1.044], [-2.029, -1.050, 1.094], [-2.836, -3.282, 0.897], [-1.102, -4.081, 0.654], [-3.957, -4.095, 0.897], [-3.846, -5.419, 0.761], [-5.234, -3.585, 1.030], [-6.288, -4.398, 1.035], [1.535, -0.981, -2.659], [0.556, 0.111, -2.202], [0.717, 1.326, -3.134], [-0.881, -0.427, -2.272], [0.990, 0.555, -0.454], [1.044, -0.872, 0.453], [-0.248, 1.652, 0.373], [-1.210, 2.428, -0.282], [-2.100, 3.226, 0.429], [-2.041, 3.262, 1.814], [-1.090, 2.504, 2.488], [-0.203, 1.710, 1.774], [2.682, 1.271, -0.327], [2.886, 2.647, -0.472], [4.163, 3.192, -0.414], [5.258, 2.364, -0.201], [5.076, 0.996, -0.046], [3.797, 0.452, -0.110], [1.300, -1.272, -3.691], [1.467, -1.879, -2.040], [2.573, -0.639, -2.639], [0.513, 1.024, -4.168], [1.730, 1.734, -3.103], [0.029, 2.139, -2.894], [-1.138, -0.663, -3.312], [-1.617, 0.288, -1.900], [-0.998, -1.349, -1.692], [-1.280, 2.411, -1.362], [-2.841, 3.814, -0.099], [-2.736, 3.879, 2.370], [-1.041, 2.532, 3.571], [0.532, 1.122, 2.317], [2.037, 3.308, -0.622], [4.302, 4.260, -0.530], [6.253, 2.789, -0.152], [5.930, 0.352, 0.125], [3.664, -0.619, 0.013]], "forces_ev_per_angstrom": [[1.82, 0.01, -0.93], [-2.73, 0.21, -0.51], [0.88, 0.60, 1.31], [0.02, -0.40, -0.04], [0.12, 0.23, -0.08], [0.12, -0.04, -0.01], [-0.32, 0.15, 0.04], [0.05, 0.18, 0.01], [0.04, -0.07, 0.01], [-0.29, 0.08, 0.06], [0.51, -0.17, 0.05], [0.27, -0.02, 0.01], [0.24, 0.15, -0.21], [-0.21, -0.22, -0.05], [0.19, 0.08, 0.00], [-0.13, -0.15, 0.00], [0.09, 0.07, -0.02], [-0.05, -0.08, -0.17], [-0.09, -0.15, -0.41], [-0.04, 0.00, 0.00], [-0.02, -0.08, -0.12], [-0.05, -0.48, 0.46], [-0.63, -0.20, -0.03], [-0.26, 0.28, 0.32], [-0.01, 0.01, 0.13], [0.09, -0.07, 0.01], [0.01, -0.02, 0.02], [0.03, -0.04, -0.05], [-0.16, 0.12, -0.06], [0.47, 0.10, 0.10], [0.04, -0.01, 0.02], [-0.03, -0.06, 0.00], [-0.04, -0.02, 0.00], [-0.11, 0.00, -0.03], [0.06, 0.10, -0.03], [0.03, 0.02, 0.06], [-0.01, 0.01, 0.02], [-0.06, 0.02, 0.01], [0.01, -0.01, 0.05], [-0.01, -0.06, 0.02], [0.03, -0.04, -0.01], [0.01, -0.01, 0.07], [0.04, -0.01, -0.04], [0.06, 0.02, -0.01], [-0.01, 0.02, 0.04], [0.03, -0.02, 0.01], [0.03, -0.02, -0.01], [0.00, 0.00, -0.04], [0.00, 0.01, -0.02], [0.02, -0.03, 0.01], [0.00, -0.02, 0.01], [-0.02, -0.02, 0.00], [-0.02, 0.00, 0.00], [-0.02, 0.05, 0.02]], "mulliken_charge": [0.450, -0.339, -0.006, -0.071, -0.360, -0.294, 0.480, -0.260, -0.263, 0.574, 0.089, -0.329, -0.181, 0.401, -0.321, 0.201, -0.281, -1.728, 2.114, -1.727, -1.514, -0.445, 0.715, 0.824, -0.165, -0.867, -0.485, -0.750, -0.343, 0.366, -0.191, -0.727, -0.480, -0.657, 0.014, 0.505, 0.192, 0.340, 0.515, 0.386, 0.259, 0.531, 0.284, 0.127, 0.123, 0.427, 0.402, 0.409, 0.404, 0.341, 0.406, 0.373, 0.430, 0.103]}